One molecule with the formula C20H24ClN3O4S. Source: the Open Molecules 2025 dataset; level of theory: ωB97M-V with the def2-TZVPD basis set.

E_HOMO: -9.01 eV
total charge: 0
energy above the lowest of the compared OMol25 structures with the same formula, charge and spin: 20.1 kcal/mol
SMILES string: CCOc1ccc(S(=O)(=O)N2CCC[C@H](C(=O)NCc3cccnc3)C2)cc1Cl

The geometry in XYZ format:
```
53
Properties=species:S:1:pos:R:3:forces:R:3:mulliken_charge:R:1
C 0.58920 -0.26257 7.11994 0.0 -0.1 -0.4 -1.418
C 0.12546 -0.46397 5.68637 -0.3 0.2 0.3 -0.299
O 1.23236 -0.95711 4.95004 0.2 -0.1 -0.1 -0.384
C 1.08681 -1.25561 3.64755 0.0 -0.1 -0.2 0.791
C -0.08244 -1.09474 2.90675 0.1 0.1 0.3 -0.514
C -0.11747 -1.44442 1.56606 0.0 -0.1 -0.2 -0.637
C 1.00836 -1.95501 0.95642 -0.2 -0.1 -0.5 -0.160
S 0.99995 -2.38069 -0.77983 0.1 0.4 0.6 1.405
O 1.75158 -3.58285 -0.97491 0.3 0.1 0.0 -0.758
O -0.36365 -2.33828 -1.24185 0.1 0.2 0.2 -0.708
N 1.88608 -1.09046 -1.38219 -0.4 -0.8 0.3 0.327
C 2.94917 -1.38648 -2.32176 0.3 -0.5 -0.4 -0.914
C 2.42510 -1.56642 -3.74623 0.1 0.2 0.1 -0.515
C 1.59107 -0.35756 -4.16500 -0.2 -0.1 0.0 -1.110
C 0.45888 -0.15584 -3.15880 0.2 0.4 -0.1 1.000
C -0.39058 1.06663 -3.46322 0.1 -0.6 0.0 -0.173
O 0.05711 2.10414 -3.90527 0.3 0.4 -0.1 -0.674
N -1.69602 0.89728 -3.15227 -0.5 -0.1 0.1 -0.129
C -2.64831 1.98693 -3.17179 0.0 0.1 -0.1 -1.104
C -3.00956 2.41534 -1.77536 -0.1 0.0 0.1 0.636
C -2.01465 2.74153 -0.85874 -0.2 0.0 0.0 -0.064
C -2.37488 3.10728 0.42618 0.0 0.0 -0.1 -0.645
C -3.72469 3.13404 0.74738 0.2 0.1 0.2 -0.257
N -4.67831 2.82916 -0.11429 -0.5 0.0 0.3 -0.615
C -4.32807 2.47850 -1.33853 0.3 -0.1 -0.3 -0.415
C 1.07087 0.03734 -1.76025 -0.5 0.3 0.0 -1.607
C 2.18575 -2.12253 1.66410 0.0 0.0 0.3 -0.571
C 2.22338 -1.77606 2.99840 -0.2 0.0 -0.1 0.021
Cl 3.66748 -1.97574 3.90852 0.3 -0.1 0.1 -0.214
H -0.23073 0.11401 7.72429 -0.1 0.0 0.1 0.419
H 0.93452 -1.20594 7.53320 0.0 -0.1 0.1 0.332
H 1.41061 0.44772 7.14793 0.1 0.1 0.0 0.330
H -0.70003 -1.18682 5.64930 0.1 0.1 -0.1 0.371
H -0.21574 0.48740 5.25704 0.0 -0.1 0.0 0.361
H -0.97166 -0.70089 3.37166 -0.1 0.0 0.1 0.374
H -1.02339 -1.33879 0.99070 -0.1 0.0 0.0 0.557
H 3.42977 -2.30011 -1.97257 0.2 0.1 -0.1 0.469
H 3.66551 -0.55961 -2.27792 0.0 0.0 0.0 0.439
H 3.26541 -1.70463 -4.42770 0.0 -0.1 0.0 0.431
H 1.80541 -2.46566 -3.77440 0.0 -0.1 -0.1 0.333
H 2.20762 0.54327 -4.19367 0.0 0.0 -0.1 0.303
H 1.17592 -0.51144 -5.16257 0.0 0.1 0.0 0.445
H -0.16688 -1.05160 -3.12754 0.0 0.1 0.0 0.521
H -1.98765 0.03262 -2.72255 0.1 0.0 0.0 0.295
H -2.15617 2.80844 -3.70325 -0.2 -0.1 0.0 0.351
H -3.54463 1.68806 -3.72332 0.1 0.1 0.0 0.415
H -0.97672 2.71189 -1.15938 0.1 0.0 0.0 0.531
H -1.62748 3.36883 1.15941 0.0 0.0 0.1 0.408
H -4.06161 3.41239 1.73728 0.1 0.0 0.1 0.368
H -5.14563 2.23840 -2.00690 0.0 -0.1 -0.2 0.333
H 0.28888 0.13822 -1.00434 0.0 0.3 0.0 0.378
H 1.69500 0.93683 -1.75195 0.0 0.0 0.0 0.416
H 3.04969 -2.53444 1.16981 0.2 0.0 0.1 0.524
```
Positions in Å, forces in eV/Å.